No. 1
Below is one molecule with the formula C6H12O, with properties calculated with wB97M-V/def2-TZVPD.

Last column: Löwdin charge in e.
CARTESIAN COORDINATES (ANGSTROEM)
1 C 1.2267 0.2475 2.1836  -0.108
2 C 0.3132 0.9033 1.1506  -0.237
3 C 0.2325 0.1054 -0.1610  -0.314
4 C -1.2077 -0.3448 -0.4871  -0.222
5 C -1.2903 -1.3730 -1.6119  -0.103
6 C 0.8162 0.8827 -1.3279  -0.221
7 O 1.0912 0.4064 -2.4032  0.053
8 H 1.2456 0.8130 3.1208  0.071
9 H 0.8922 -0.7713 2.4128  0.076
10 H 2.2552 0.1757 1.8106  0.077
11 H -0.6932 1.0270 1.5691  0.108
12 H 0.6714 1.9211 0.9449  0.100
13 H 0.8382 -0.8089 -0.0709  0.146
14 H -1.8158 0.5395 -0.7257  0.120
15 H -1.6352 -0.7692 0.4321  0.113
16 H -2.3313 -1.6399 -1.8220  0.072
17 H -0.7519 -2.2895 -1.3319  0.081
18 H -0.8391 -0.9945 -2.5332  0.063
19 H 0.9819 1.9696 -1.1498  0.125

total charge = 0
highest occupied orbital energy = -9.66 eV
energy relative to the best compared isomer or geometry (same formula, charge and spin) = 0.5596 eV
E = -311.03871 Eh
structure (SMILES) = CCC(C=O)CC
largest force on an atom = 0.47 eV/Å
Kohn-Sham gap = 10.691 eV

---

No. 2
Below is C32H29F3N6O5PPbS as an isolated structure in a non-equilibrium geometry, with properties calculated with wB97M-V/def2-TZVPD.

Last column: Löwdin charge in e.
CARTESIAN COORDINATES (ANGSTROEM)
1 Pb -0.4417 -0.1498 -0.3434  1.434
2 F 0.9858 6.1944 0.6136  0.171
3 C 1.1273 5.6449 -0.5948  -0.612
4 F 2.2957 4.9458 -0.5482  0.071
5 F 1.2719 6.6063 -1.4803  0.210
6 C -0.0068 4.6948 -0.9033  -0.086
7 C -1.0851 5.0417 -1.7007  0.065
8 C -2.1095 4.1138 -1.8621  0.010
9 C -1.9668 2.8574 -1.3024  -0.111
10 N -0.9044 2.4983 -0.5800  -0.034
11 C 0.0159 3.4227 -0.3239  -0.462
12 S 1.3242 3.0165 0.7783  1.154
13 H -1.1283 6.0144 -2.1661  0.147
14 H -2.9898 4.3688 -2.4296  0.129
15 H -2.7166 2.0892 -1.4224  0.111
16 O -1.8615 -2.7627 0.6514  -0.068
17 N -0.6471 -2.2888 1.1271  -0.110
18 C -0.0882 -3.1316 1.9119  -0.058
19 C 1.1503 -3.0368 2.6519  -0.190
20 C 1.3580 -4.0444 3.6105  0.008
21 C 2.4737 -4.0572 4.4278  -0.013
22 C 3.4297 -3.0607 4.3020  -0.021
23 C 3.2562 -2.0640 3.3576  -0.083
24 C 2.1290 -2.0379 2.5334  -0.297
25 P 2.0923 -0.6932 1.2971  1.083
26 C 2.7832 0.6375 2.2885  -0.259
27 C 1.8992 1.1768 3.3818  -0.267
28 C 2.4918 2.2958 4.1754  0.088
29 C 3.7305 2.7729 3.9252  0.001
30 C 4.4736 2.2805 2.8279  0.088
31 C 3.9810 1.2707 2.0127  -0.044
32 C 3.3732 -1.1050 0.0793  -0.375
33 C 3.6616 -0.1412 -0.8927  -0.204
34 C 4.6306 -0.4020 -1.8468  -0.053
35 C 5.2727 -1.6329 -1.8637  -0.025
36 C 4.9528 -2.6003 -0.9236  -0.031
37 C 4.0033 -2.3431 0.0525  -0.054
38 H -2.4108 -1.9778 0.4472  0.047
39 H -0.6410 -4.0548 2.0989  0.150
40 H 0.6159 -4.8206 3.7276  0.128
41 H 2.5991 -4.8428 5.1572  0.130
42 H 4.3110 -3.0533 4.9267  0.127
43 H 4.0119 -1.2997 3.2437  0.112
44 H 1.6649 0.3730 4.1037  0.190
45 H 1.8709 2.7075 4.9570  0.148
46 H 4.1469 3.5546 4.5406  0.137
47 H 5.4402 2.7126 2.6118  0.148
48 H 4.5836 0.9198 1.1862  0.119
49 H 3.1719 0.8250 -0.8528  0.088
50 H 4.8777 0.3438 -2.5861  0.126
51 H 6.0168 -1.8431 -2.6159  0.125
52 H 5.4393 -3.5632 -0.9458  0.124
53 H 3.7719 -3.0963 0.7902  0.110
54 O 0.5662 1.6748 1.4771  -0.668
55 O 0.5979 1.5567 2.8819  -0.103
56 N -4.5635 0.0944 1.8410  0.221
57 C -3.2549 0.2469 1.6387  -0.609
58 N -2.5423 0.8470 2.5977  0.224
59 O -2.7293 -0.1881 0.5808  -0.184
60 H -5.0144 0.4075 2.6848  0.132
61 H -5.1302 -0.3717 1.1510  0.138
62 H -2.9914 1.1964 3.4269  0.132
63 H -1.5571 1.0190 2.4907  0.077
64 O 1.7723 -0.2085 -3.3268  0.169
65 C 1.4523 -0.1747 -2.2517  -0.083
66 N -3.7318 -3.2020 -5.1521  0.180
67 C -2.9689 -2.5736 -4.2626  -0.287
68 C -2.1879 -3.2786 -3.3177  0.022
69 C -1.4512 -2.5914 -2.3922  -0.147
70 N -1.4177 -1.2500 -2.3093  -0.132
71 C -2.1254 -0.5686 -3.2279  -0.142
72 C -2.8864 -1.1627 -4.1986  0.018
73 H -3.7745 -4.2086 -5.1858  0.131
74 H -4.2864 -2.6963 -5.8250  0.131
75 H -2.1703 -4.3566 -3.3265  0.126
76 H -0.8504 -3.1270 -1.6752  0.107
77 H -2.0549 0.5066 -3.1728  0.101
78 H -3.4198 -0.5621 -4.9182  0.124

total charge = +3
highest occupied orbital energy = -15.62 eV
energy relative to the best compared isomer or geometry (same formula, charge and spin) = 5.4754 eV
E = -3172.51569 Eh
largest force on an atom = 1.34 eV/Å
Kohn-Sham gap = 4.967 eV

---

No. 3
Below is one molecule with the formula C3H7NO in a non-equilibrium geometry, with properties calculated with wB97M-V/def2-TZVPD.

Last column: Löwdin charge in e.
CARTESIAN COORDINATES (ANGSTROEM)
1 C -1.6178 0.4850 0.1277  -0.037
2 C -0.3160 -0.7716 0.2286  -0.054
3 C 0.7915 0.1575 -0.1765  -0.599
4 O 0.5838 1.3498 -0.0546  -0.009
5 N 1.9310 -0.2171 -0.8445  0.140
6 H -2.4277 0.0695 0.7057  0.028
7 H -1.4743 1.5328 0.5356  0.079
8 H -1.8704 0.6838 -0.9214  0.054
9 H -0.1570 -1.8136 -0.2358  0.116
10 H -0.3269 -1.0090 1.2973  0.083
11 H 2.4562 -1.0529 -0.6411  0.094
12 H 2.4637 0.6146 -1.0756  0.104

total charge = 0
highest occupied orbital energy = -9.43 eV
energy relative to the best compared isomer or geometry (same formula, charge and spin) = 2.0669 eV
E = -248.45054 Eh
structure (SMILES) = CCC(N)=O
largest force on an atom = 2.23 eV/Å
Kohn-Sham gap = 10.376 eV

---

No. 4
Below is C36H84F6N8NiO14P as an isolated structure in a non-equilibrium geometry, with properties calculated with wB97M-V/def2-TZVPD.

Last column: Löwdin spin population.
CARTESIAN COORDINATES (ANGSTROEM)
1 Ni 0.6513 2.9727 -3.5431  1.848
2 P 0.6248 0.2797 -0.9173  0.001
3 F 0.7611 -0.7348 0.3761  0.000
4 F 1.2176 1.3883 0.1297  0.001
5 F 2.1620 0.0089 -1.3750  0.001
6 F 0.5799 1.4211 -2.0021  0.018
7 F 0.1698 -0.8977 -1.8971  0.000
8 F -0.9356 0.6895 -0.6625  0.001
9 C -4.0997 -5.6130 1.6545  0.000
10 O -2.7523 -5.2026 1.5688  0.000
11 C -1.7740 -6.1456 1.1289  0.000
12 C -1.7862 -6.4404 -0.4044  0.000
13 O -1.2110 -5.3207 -1.1369  0.000
14 C -1.8102 -4.0506 -0.9065  0.000
15 C -1.6491 -3.1846 -2.0970  0.000
16 O -2.3675 -3.8611 -3.1529  0.000
17 C -2.4262 -3.0796 -4.3551  0.000
18 H -4.1390 -6.6550 1.9723  0.000
19 H -4.4477 -5.5407 0.6241  0.000
20 H -4.6557 -4.9933 2.3581  0.000
21 H -1.8192 -7.0736 1.6988  0.000
22 H -0.7789 -5.7542 1.3404  0.000
23 H -2.8244 -6.4617 -0.7357  0.000
24 H -1.2930 -7.3793 -0.6561  0.000
25 H -1.2015 -3.6103 -0.1167  0.000
26 H -2.8051 -4.1257 -0.4675  0.000
27 H -0.5641 -3.0921 -2.1456  0.000
28 H -2.1363 -2.2219 -1.9424  0.000
29 H -3.2220 -2.3348 -4.3501  0.000
30 H -2.6812 -3.6840 -5.2256  0.000
31 H -1.4258 -2.7296 -4.6095  0.000
32 C -3.0281 -2.0493 1.8482  0.000
33 O -3.1271 -0.9717 2.7362  0.000
34 C -1.9830 -0.0616 2.7097  0.000
35 C -2.3609 1.1246 3.5983  0.000
36 O -2.3309 0.8669 5.0059  0.000
37 C -3.3214 -0.1321 5.3477  0.000
38 C -3.4838 0.0011 6.8773  0.000
39 O -2.2133 -0.2788 7.4197  0.000
40 C -2.1719 -0.3839 8.8680  0.000
41 H -2.2751 -2.7835 2.1344  0.000
42 H -2.8257 -1.6991 0.8360  0.000
43 H -3.9618 -2.6078 1.7809  0.000
44 H -1.6697 0.2264 1.7062  0.000
45 H -1.0794 -0.4784 3.1545  0.000
46 H -3.3657 1.4309 3.3076  0.000
47 H -1.7608 1.9534 3.2226  0.000
48 H -3.0062 -1.1618 5.1790  0.000
49 H -4.3209 -0.1080 4.9135  0.000
50 H -4.2815 -0.6314 7.2666  0.000
51 H -3.7900 1.0117 7.1475  0.000
52 H -1.1151 -0.5286 9.0928  0.000
53 H -2.6148 -1.2468 9.3654  0.000
54 H -2.5590 0.5389 9.3000  0.000
55 C -0.2153 5.1765 -1.5529  0.005
56 O 0.2764 4.1694 -2.0490  0.032
57 N -0.3255 5.4499 -0.2406  0.000
58 C -1.0052 6.6228 0.3089  0.000
59 C 0.2054 4.5882 0.8001  0.000
60 H -0.7849 5.8993 -2.1574  0.000
61 H -1.7479 6.1414 0.9452  0.000
62 H -1.5576 7.1816 -0.4465  0.000
63 H -0.3165 7.3335 0.7657  0.000
64 H -0.5655 4.3454 1.5314  0.000
65 H 0.7189 3.6606 0.5473  0.000
66 H 0.9150 5.1707 1.3878  0.000
67 C -3.4327 2.8674 1.0332  0.000
68 O -3.2218 3.9861 1.5276  0.000
69 N -4.6939 2.4052 0.7994  0.000
70 C -4.8190 1.1826 0.1265  0.000
71 C -5.8815 3.2008 1.0840  0.000
72 H -2.6001 2.2066 0.7464  0.000
73 H -4.0044 0.4619 0.1986  0.000
74 H -5.2334 1.3160 -0.8727  0.000
75 H -5.7083 0.7115 0.5451  0.000
76 H -5.6213 4.0859 1.6644  0.000
77 H -6.2149 3.6145 0.1322  0.000
78 H -6.6510 2.6065 1.5769  0.000
79 C 7.0171 -1.1157 1.0954  0.000
80 O 7.4213 -1.7474 0.1714  0.000
81 N 5.7106 -0.8117 1.3855  0.000
82 C 5.1572 -0.2499 2.5831  0.000
83 C 4.6739 -1.2660 0.4531  0.000
84 H 7.6739 -0.7847 1.9147  0.000
85 H 5.8264 0.3525 3.1974  0.000
86 H 4.5959 -0.9866 3.1579  0.000
87 H 4.4249 0.4701 2.2178  0.000
88 H 4.1842 -0.3172 0.2338  0.000
89 H 5.0681 -1.7473 -0.4419  0.000
90 H 3.9537 -1.9316 0.9288  0.000
91 C 4.2811 3.9876 2.3925  0.000
92 O 3.7546 4.5697 1.4361  0.000
93 N 3.7281 3.1139 3.1697  0.000
94 C 2.3939 2.5438 2.8597  0.000
95 C 4.2137 2.8033 4.5350  0.000
96 H 5.2941 4.2648 2.7228  0.000
97 H 2.2538 2.4435 1.7834  0.000
98 H 1.6393 3.2235 3.2557  0.000
99 H 2.2831 1.4931 3.1276  0.000
100 H 5.2230 3.1361 4.7774  0.000
101 H 3.4653 3.0573 5.2855  0.000
102 H 4.3278 1.7230 4.6247  0.000
103 C 1.6561 -4.0035 0.9933  0.000
104 O 1.6290 -4.6994 2.0258  0.000
105 N 2.5480 -4.2717 -0.0044  0.000
106 C 2.6437 -3.3252 -1.1520  0.000
107 C 3.5254 -5.3659 -0.0613  0.000
108 H 0.9792 -3.1772 0.7264  0.000
109 H 2.2717 -3.8194 -2.0496  0.000
110 H 3.6702 -3.0684 -1.4136  0.000
111 H 2.1158 -2.3844 -0.9963  0.000
112 H 3.4693 -5.9893 -0.9536  0.000
113 H 4.5474 -4.9875 -0.0396  0.000
114 H 3.4849 -5.9054 0.8849  0.000
115 C 0.7366 0.4591 -5.5358  0.003
116 O 0.7455 1.4522 -4.8184  0.019
117 N 1.4834 -0.6464 -5.3043  -0.002
118 C 1.2974 -1.8071 -6.1307  0.000
119 C 2.3314 -0.8340 -4.0808  0.000
120 H 0.1141 0.3922 -6.4414  0.000
121 H 1.0090 -2.7061 -5.5859  0.000
122 H 2.1975 -2.0056 -6.7126  0.000
123 H 0.5734 -1.5540 -6.9052  0.000
124 H 1.8466 -1.5148 -3.3810  0.000
125 H 3.3043 -1.2640 -4.3186  0.000
126 H 2.4411 0.1671 -3.6638  0.000
127 C 3.4891 2.6197 -2.0701  0.004
128 O 2.6712 2.9586 -2.9551  0.026
129 N 4.6524 2.0755 -2.3382  0.002
130 C 5.1320 1.8920 -3.6992  0.000
131 C 5.5825 1.5599 -1.3167  0.000
132 H 3.3973 2.7577 -0.9816  0.000
133 H 5.4685 0.8691 -3.8683  0.000
134 H 6.0442 2.4677 -3.8558  0.000
135 H 4.3672 2.1478 -4.4324  0.000
136 H 5.8018 0.4931 -1.2728  0.000
137 H 6.5290 2.0953 -1.2437  0.000
138 H 5.1078 1.8140 -0.3690  0.000
139 C -2.4073 3.3010 -4.2096  0.004
140 O -1.4361 2.8865 -3.5482  0.028
141 N -3.3871 2.4404 -4.5964  0.006
142 C -4.6391 2.9127 -5.2725  0.001
143 C -3.5081 1.0649 -4.0905  0.000
144 H -2.6312 4.2986 -4.6181  0.000
145 H -4.8042 2.2423 -6.1159  0.000
146 H -4.5493 3.8619 -5.8007  0.000
147 H -5.5167 2.7752 -4.6409  0.000
148 H -3.8082 0.5206 -4.9859  0.000
149 H -2.6469 0.5449 -3.6709  0.000
150 H -4.3244 1.0466 -3.3684  0.000

total charge = +1
expectation value of S² = 2.0027
highest occupied orbital energy (spin up / spin down) = -10.42 / -10.42 eV
energy relative to the best compared isomer or geometry (same formula, charge and spin) = 2.9269 eV
2S+1 = 3
E = -5362.19568 Eh
largest force on an atom = 3.89 eV/Å
Kohn-Sham gap (spin up / spin down) = 7.958 / 6.350 eV

---

> Among the records above, which one has the highest largest force on an atom?

C36H84F6N8NiO14P